11
Properties=species:S:1:pos:R:3 method="wB97M-V/def2-TZVPD" total_charge=+1 energy_ha=-649.17240 smiles="C/[NH+]=C(/N)Cl"
C 1.420 -0.934 0.059
N -0.038 -0.909 0.094
C -0.579 0.738 -0.087
N -1.811 1.026 0.211
Cl 0.535 1.955 -0.335
H 1.688 -0.186 0.801
H 1.885 -0.590 -0.868
H 1.807 -1.955 0.185
H -0.233 -1.502 -0.774
H -2.535 0.426 0.632
H -2.140 1.931 0.081